(1)
86
Properties=species:S:1:pos:R:3 method="wB97M-V/def2-TZVPD" charge=+3 de_lowest_kcal_mol=0.0
W -0.73350 -0.03238 1.21391
C -3.67784 1.95153 3.77738
C -3.04845 1.51836 2.50557
O -2.10003 0.67320 2.56886
C -3.53796 1.99208 1.26392
C -3.21156 1.48023 0.04498
C -3.94516 1.91562 -1.17423
N -2.22960 0.48371 -0.09699
N -2.36238 -0.15567 -1.28473
C -1.51346 -1.14357 -1.34696
O -0.76103 -1.31763 -0.28582
C -1.38060 -2.01475 -2.49572
C -2.04450 -1.69988 -3.68624
C -1.91843 -2.54090 -4.77557
C -1.14828 -3.69488 -4.67582
C -0.49175 -4.00953 -3.49089
C -0.59861 -3.16855 -2.40019
H -3.24451 1.43540 4.62920
H -4.75603 1.77989 3.74311
H -3.54700 3.03225 3.88909
H -4.34265 2.71300 1.30438
H -4.57786 2.76839 -0.94662
H -4.55964 1.09852 -1.55559
H -3.24294 2.16968 -1.96930
H -2.65207 -0.80725 -3.74991
H -2.42565 -2.30715 -5.70139
H -1.06300 -4.35598 -5.52827
H 0.10131 -4.91141 -3.42294
H -0.07918 -3.40069 -1.47911
O 1.32147 -3.45223 1.96886
C 0.44933 -2.64629 1.95268
O 0.66977 -1.32262 1.75103
C -0.99248 -2.91769 2.19428
C -1.47000 -4.16790 2.51464
C -2.84101 -4.31787 2.68044
C -3.66236 -3.21447 2.50509
C -3.09939 -1.99245 2.18505
N -1.77653 -1.84355 2.04693
H -0.77450 -4.98951 2.62086
H -3.26152 -5.28189 2.93451
H -4.73531 -3.29209 2.61149
H -3.71971 -1.12142 2.02959
N 0.53448 0.71915 3.04953
N 0.50150 2.06484 3.44944
C 0.17898 2.97770 2.52615
N 0.34389 4.25734 2.79988
S -0.44015 2.50357 1.01161
H 0.22067 0.15040 3.83563
H 1.49871 0.44697 2.82177
H 1.09164 2.31950 4.23333
H 0.74760 4.58052 3.66809
H 0.06654 4.95933 2.12992
C 4.70120 1.87435 2.84925
C 4.47891 0.51850 2.63649
C 3.56517 0.10191 1.67625
C 2.86029 1.04848 0.92874
C 3.09205 2.40835 1.13824
C 4.01418 2.81664 2.09281
As 1.50347 0.50657 -0.32925
C 2.09981 -0.99662 -1.37128
C 2.08570 -0.85116 -2.75681
C 2.56271 -1.87615 -3.55971
C 3.04053 -3.04639 -2.98722
C 3.03186 -3.19816 -1.60613
C 2.56077 -2.17798 -0.79439
C 1.36246 1.91704 -1.62051
C 2.53129 2.52276 -2.06975
C 2.46774 3.46024 -3.09099
C 1.24568 3.78394 -3.66591
C 0.08101 3.16698 -3.22456
C 0.13930 2.23244 -2.20257
H 5.43015 2.19406 3.58214
H 5.03558 -0.21856 3.20006
H 3.43000 -0.95577 1.50610
H 2.58540 3.15081 0.53460
H 4.21943 3.87164 2.22459
H 1.72829 0.05721 -3.22286
H 2.56582 -1.75290 -4.63448
H 3.42321 -3.83963 -3.61584
H 3.40443 -4.10831 -1.15476
H 2.56009 -2.32940 0.27123
H 3.49350 2.26078 -1.64651
H 3.37563 3.93111 -3.44318
H 1.20243 4.51087 -4.46572
H -0.86653 3.40829 -3.68795
H -0.77074 1.73709 -1.88501


(2)
33
Properties=species:S:1:pos:R:3 method="wB97M-V/def2-TZVPD" charge=+2 de_lowest_kcal_mol=87.0 spin_multiplicity=2 s_squared=0.80
O -1.56888 -4.84287 -3.55330
C -1.53641 -3.70470 -3.47236
Ti 0.68046 0.55038 -2.06523
O 2.12192 -2.25955 -2.16040
C 1.56750 -1.28064 -2.56735
C 2.22615 1.70423 -2.41427
O 3.14952 2.37379 -2.66217
C -0.09480 0.04542 -4.14373
O -0.91313 0.00243 -5.01470
C 1.13585 -0.86063 -3.98509
O 1.68190 -1.37194 -4.95897
H -0.04382 1.20690 -3.25935
C 2.10677 0.37761 1.08405
N 0.79682 0.52794 1.69531
C 0.70145 0.47408 3.14084
C -0.60837 1.09381 3.54768
C -1.75620 0.38027 2.88524
N -1.51400 0.30059 1.45415
C -2.64152 -0.04937 0.60694
C -0.29177 0.40046 0.92867
O -0.15310 0.37344 -0.36417
H 2.26031 -0.64167 0.69787
H 2.85105 0.58425 1.85855
H 2.24511 1.09387 0.26204
H 0.75819 -0.56929 3.49623
H 1.55481 1.02281 3.54690
H -0.62179 2.15204 3.26552
H -0.71795 1.04182 4.63396
H -2.69740 0.91822 3.04162
H -1.87673 -0.63319 3.30447
H -3.05023 -1.02807 0.88973
H -3.43570 0.69846 0.71450
H -2.31600 -0.08094 -0.43320


(3)
7
Properties=species:S:1:pos:R:3 method="wB97M-V/def2-TZVPD" de_lowest_kcal_mol=17.3 smiles=FP1#[PH][C@H]1Cl
F -2.39036 0.45854 0.64415
P -1.24215 0.61436 -0.55407
P -0.22632 -1.32274 -0.31176
C 0.56764 0.24397 0.49998
Cl 2.19918 0.83714 -0.15122
H 0.52841 -1.20175 -1.65907
H 0.56361 0.37049 1.53200


(4)
18
Properties=species:S:1:pos:R:3 method="wB97M-V/def2-TZVPD" de_lowest_kcal_mol=93.4
O -0.94494 -0.61088 3.11186
C -0.45165 -0.06439 2.16059
C 1.03586 0.21363 1.99917
C 1.13247 1.34305 1.01550
N 2.17997 1.87918 0.53495
O 3.31797 1.17565 0.84575
C -0.21980 1.85372 0.65806
C -1.04991 2.45220 1.72748
N -1.24376 1.04680 1.34064
H 1.54511 -0.68550 1.62526
H 1.47816 0.45695 2.97526
H 4.04112 1.72168 0.52148
H -0.41815 2.09505 -0.38702
H -1.85831 3.12660 1.44508
H -0.60052 2.63441 2.70634
O -1.74337 -1.35163 0.20868
H -2.05069 -0.27864 0.10746
H -0.93416 -1.39082 -0.31168


(5)
19
Properties=species:S:1:pos:R:3 method="wB97M-V/def2-TZVPD" charge=-2 de_lowest_kcal_mol=52.6
C -0.44362 -0.16886 1.49251
N -1.45870 0.89463 1.24774
C -1.65971 1.93548 2.47260
O -1.67600 3.05802 1.94153
C 0.08747 -0.93304 0.18660
C 1.61601 -0.91452 -0.09402
S 2.12932 -1.35460 -1.84872
H -1.00878 -0.92108 2.24072
H 0.47377 0.20909 2.03387
H -1.35875 1.44468 0.29898
H -0.92043 1.84281 3.20489
H -2.66848 1.71289 2.94650
H -0.40927 -0.52803 -0.69664
H -0.08260 -2.02765 0.24454
H 2.15034 -1.70061 0.47269
H 1.91121 0.18984 0.09251
H -0.68649 -0.27349 -2.35073
H 0.13671 -1.19888 -3.23120
O -0.69855 -0.91462 -3.03613


(6)
85
Properties=species:S:1:pos:R:3 method="wB97M-V/def2-TZVPD" charge=-1 energy_ev=-60179.5656
Be -0.21693 0.20728 0.32272
C 2.48475 4.01178 -5.27471
C 1.11752 4.08819 -5.07229
C 0.51549 3.35006 -4.06741
C 1.26919 2.50061 -3.26345
C 2.64817 2.44773 -3.46610
C 3.25101 3.18852 -4.46498
P 0.61910 1.46377 -1.86470
C -1.10262 2.07576 -1.85020
C -1.36163 3.05931 -0.90146
C -2.60171 3.66605 -0.84021
C -3.59436 3.29089 -1.73025
C -3.34751 2.30323 -2.66855
C -2.10883 1.68690 -2.72612
C 0.53787 -0.13415 -2.74855
C 0.55500 -0.21694 -4.12184
C 0.65573 -1.45580 -4.76478
C 0.77112 -2.59937 -4.02811
C 0.75566 -2.55687 -2.62018
C 0.85451 -3.73510 -1.85473
C 0.77987 -3.66482 -0.49255
C 0.56695 -2.43212 0.14104
C 0.45936 -1.23424 -0.53661
C 0.60338 -1.30929 -1.95139
H 2.94774 4.59919 -6.05566
H 0.51029 4.72655 -5.70047
H -0.55379 3.41444 -3.92081
H 3.24631 1.80108 -2.83730
H 4.32107 3.13557 -4.61591
H -0.58090 3.32879 -0.20591
H -2.79505 4.42857 -0.09718
H -4.56850 3.75767 -1.69187
H -4.13109 2.00492 -3.35094
H -1.91720 0.91081 -3.45302
H 0.48817 0.68129 -4.72070
H 0.65444 -1.49029 -5.84511
H 0.86232 -3.55899 -4.51935
H 0.97771 -4.68372 -2.36517
H 0.84274 -4.56517 0.10799
H 0.47181 -2.42801 1.21791
C 3.62371 0.96362 1.06394
Si 2.02407 1.72307 1.79039
C 2.02193 3.61439 1.49324
C 1.99246 1.45111 3.68860
O 0.75717 1.08131 1.11409
H 4.53669 1.35871 1.49946
H 3.66070 1.14229 -0.00670
H 3.63031 -0.11353 1.20499
H 2.90333 4.09241 1.90790
H 1.14864 4.08574 1.93625
H 2.00187 3.82438 0.42846
H 2.77534 2.00041 4.20196
H 2.10905 0.39968 3.92794
H 1.04127 1.77084 4.10121
C -6.59099 0.45984 -0.62474
C -5.18047 -0.00009 -0.88903
C -4.89358 -0.89728 -1.90951
C -3.57150 -1.28371 -2.10142
C -3.15981 -2.19073 -3.22836
C -2.59578 -0.85309 -1.23142
C -2.85497 -0.04514 -0.11058
C -4.17588 0.44442 -0.04623
N -1.85359 0.18287 0.78256
C -2.14063 0.45931 2.19179
C -3.53761 0.02221 2.69460
C -1.13596 -0.36388 3.01971
C -1.94001 1.94570 2.52036
H -7.23187 0.33755 -1.49602
H -6.59740 1.50623 -0.32588
H -7.02209 -0.12069 0.19500
H -5.68208 -1.27445 -2.55060
H -3.98636 -2.39151 -3.90697
H -2.79358 -3.14206 -2.83869
H -2.34368 -1.74254 -3.79512
H -1.59194 -1.18935 -1.38603
H -4.43733 1.19926 0.67622
H -3.90980 -0.82736 2.12833
H -4.26871 0.82677 2.63885
H -3.46235 -0.27298 3.74106
H -1.34842 -1.42107 2.88196
H -1.21985 -0.12006 4.07875
H -0.12389 -0.16618 2.69712
H -2.57367 2.56406 1.88919
H -0.90402 2.21118 2.34051
H -2.18346 2.13802 3.56550


(7)
13
Properties=species:S:1:pos:R:3 method="wB97M-V/def2-TZVPD" de_lowest_kcal_mol=98.3
O 1.10248 -0.93123 -0.99246
C 0.60799 0.36988 -1.24468
C -0.67479 0.68783 -0.49890
O -0.41847 1.08716 0.85104
C -0.13222 0.27632 1.84218
N -0.15448 -1.07035 1.65706
H 1.57282 -0.93084 -0.14846
H 1.35286 1.14354 -1.00926
H 0.39927 0.41833 -2.31694
H -1.15668 1.56716 -0.92934
H -1.37454 -0.15601 -0.54948
H -0.66631 -0.95495 2.57736
H -0.45793 -1.50685 0.76187


(8)
117
Properties=species:S:1:pos:R:3 method="wB97M-V/def2-TZVPD" de_lowest_kcal_mol=63.2 smiles="CCOS(C)(=O)=O.CCOS(C)(=O)=O.CCOS(C)(=O)=O.CCOS(C)(=O)=O.CCOS(C)(=O)=O.CCOS(C)(=O)=O.CCOS(C)(=O)=O.COC(=O)OC"
C 1.18735 4.25867 -1.38095
C 2.22335 5.41488 -1.37150
O 1.61516 6.37769 -0.41142
S 2.62135 7.43854 0.28929
C 2.87283 8.59476 -1.14766
O 1.89532 8.11401 1.30010
O 3.89224 6.82297 0.51055
H 0.19520 4.70135 -1.60653
H 1.09561 3.86626 -0.35547
H 1.38773 3.30630 -1.90475
H 3.24164 5.12601 -1.03622
H 2.33708 5.86191 -2.32348
H 3.58863 9.33438 -0.68667
H 1.95039 9.04574 -1.53359
H 3.40256 8.07554 -1.89766
C -1.44639 -2.66202 2.42189
C -1.32960 -1.98177 3.83224
O -2.00875 -2.62434 4.95381
S -3.56576 -2.90837 4.75657
C -4.05484 -3.39369 6.36426
O -4.26704 -1.69140 4.37731
O -3.69055 -4.05905 3.90394
H -2.50452 -2.77831 2.07884
H -0.99783 -3.63092 2.32411
H -0.91197 -2.08212 1.62689
H -0.30410 -1.99954 4.19170
H -1.63083 -0.93085 3.76980
H -3.81396 -2.60758 7.11861
H -3.75485 -4.40194 6.52200
H -5.17854 -3.41074 6.46255
C -3.01803 4.43882 4.04492
C -2.19068 4.39728 2.78259
O -1.09439 5.38865 2.78325
S 0.17548 4.77569 3.45726
C 1.17889 6.28151 3.78256
O -0.12055 4.21717 4.72443
O 0.92532 4.03472 2.50984
H -3.96235 3.85086 3.90193
H -3.23186 5.45622 4.33466
H -2.49479 3.97993 4.87244
H -1.73817 3.44143 2.56977
H -2.79319 4.77770 1.94327
H 1.47325 6.81334 2.86244
H 2.00244 5.79107 4.30135
H 0.72769 7.03283 4.46834
C 7.18075 -2.46086 -0.31132
C 6.38343 -2.02162 -1.49298
O 5.02585 -2.73764 -1.27222
S 4.12015 -2.74876 -2.55105
C 3.20088 -1.27365 -2.23999
O 4.92368 -2.54685 -3.70803
O 3.23994 -3.86099 -2.40162
H 7.15873 -3.58051 -0.31300
H 6.75466 -2.16730 0.66996
H 8.21466 -2.24144 -0.36715
H 6.15986 -0.95893 -1.43910
H 6.76641 -2.33867 -2.45014
H 2.79677 -1.45229 -1.25424
H 2.34062 -1.17660 -2.94156
H 3.70964 -0.32431 -2.31011
C -5.12156 -5.24421 -5.77865
C -3.87008 -4.50399 -5.34947
O -4.01333 -3.04060 -5.44383
S -4.40522 -2.26528 -6.71410
C -3.64369 -0.67937 -6.30247
O -3.68804 -2.75111 -7.84302
O -5.80956 -2.13994 -6.74737
H -5.98524 -4.76372 -5.40219
H -5.25410 -6.27401 -5.43251
H -5.19584 -5.22855 -6.90250
H -3.55898 -4.64926 -4.34391
H -3.03787 -4.89961 -5.99291
H -4.11571 0.11449 -6.89743
H -2.55551 -0.76723 -6.47341
H -3.82298 -0.52472 -5.24350
C 5.37618 0.14103 3.52871
C 5.62676 0.27162 2.07317
O 4.43899 1.20702 1.57898
S 4.77081 2.12171 0.36185
C 5.69238 3.49965 1.02345
O 5.53721 1.42181 -0.64514
O 3.50842 2.67599 0.00016
H 5.98704 -0.62099 3.92767
H 4.36615 -0.17099 3.70517
H 5.53116 1.07432 4.08349
H 6.59698 0.67302 1.84772
H 5.45046 -0.59340 1.46503
H 6.66011 3.27376 1.43730
H 5.02048 4.03894 1.71793
H 5.95394 4.02316 0.11578
C -4.29871 -5.64938 1.33240
C -5.16909 -4.48754 1.01283
O -5.74402 -4.50148 -0.32639
S -4.82209 -4.15645 -1.50196
C -5.98746 -3.50423 -2.63907
O -3.99182 -3.10727 -1.07507
O -4.23735 -5.35425 -2.02035
H -3.86393 -5.58984 2.29583
H -3.39265 -5.58352 0.71125
H -4.98327 -6.48953 1.12859
H -6.07445 -4.55009 1.59240
H -4.65259 -3.50031 1.22184
H -6.81192 -3.06525 -2.07778
H -6.32309 -4.37987 -3.24642
H -5.39230 -2.79416 -3.21289
C 0.63628 1.10309 0.81629
O 0.53616 -0.31463 0.50092
C 0.16216 -0.54583 -0.74429
O -0.23251 0.27021 -1.49856
O 0.21141 -1.87753 -0.88071
C -0.38626 -2.33646 -2.16254
H -0.28737 1.56267 0.56847
H 1.51278 1.58630 0.37990
H 0.75228 1.17679 1.87615
H -1.46262 -2.40933 -2.06639
H 0.13122 -3.25252 -2.45072
H -0.13015 -1.63225 -2.99274


(9)
40
Properties=species:S:1:pos:R:3 method="wB97M-V/def2-TZVPD" charge=+1 energy_ev=-77057.3884
Ni 1.08693 -1.06770 0.56911
C 1.58604 0.21608 -3.82909
C 0.33488 0.62628 -3.11459
N -0.59680 1.24235 -3.79422
C -1.73513 1.62771 -3.18293
C -1.97752 1.43136 -1.85255
C -3.26011 1.92966 -1.23645
O -3.97759 0.91503 -0.54483
C -0.98520 0.75945 -1.08792
C -1.17369 0.61253 0.32156
N -0.37950 0.00871 1.14874
C -0.69946 0.11794 2.54017
C -1.25678 1.27948 3.06935
C -1.60313 1.34595 4.40854
C -1.38216 0.26455 5.24752
C -0.78360 -0.88286 4.74978
C -0.44358 -0.93429 3.41083
I 0.57845 -2.57908 2.64038
C 0.18261 0.32626 -1.72427
O 1.14601 -0.33640 -1.12925
H 1.54581 0.58229 -4.85086
H 1.68324 -0.87243 -3.85112
H 2.46987 0.63214 -3.33917
H -2.46480 2.12439 -3.81112
H -3.87192 2.39324 -2.01297
H -3.05475 2.70350 -0.49353
H -4.34352 0.29802 -1.18735
H -2.07113 1.05804 0.73539
H -1.39557 2.14605 2.43685
H -2.03506 2.25648 4.80012
H -1.65050 0.31806 6.29331
H -0.57731 -1.72113 5.40069
N 4.55678 -3.13514 -0.29057
C 3.54469 -2.29016 -0.53715
N 3.49983 -1.64014 -1.69554
O 2.65858 -2.15286 0.35493
H 5.31010 -3.27716 -0.93835
H 4.59203 -3.58777 0.60502
H 4.22289 -1.73220 -2.38595
H 2.72005 -1.00622 -1.84250


(10)
16
Properties=species:S:1:pos:R:3 method="wB97M-V/def2-TZVPD" de_lowest_kcal_mol=12.2 spin_multiplicity=3 s_squared=2.01
C -2.48132 -0.46935 -0.03169
C 0.95882 1.47442 0.71275
C 2.29610 -0.13281 -1.13906
N -2.22363 0.55427 -0.65976
N -2.20212 -1.67985 0.28990
O 0.64858 -1.12613 0.57802
S -3.87244 0.59570 0.23794
S 0.63313 0.00358 -0.33531
H 0.00375 1.73526 1.22675
H 1.64717 1.31811 1.58335
H 1.09942 2.37659 -0.02509
H 2.04183 -1.09555 -1.65650
H 2.41905 0.78548 -1.81488
H 2.88281 -0.18937 -0.22601
H -1.19672 -2.00644 0.29834
H -2.65442 -2.14391 0.96125


(11)
27
Properties=species:S:1:pos:R:3 method="wB97M-V/def2-TZVPD" de_lowest_kcal_mol=28.6 smiles="C[C@@H]1C[C@@H]1CO.C=NNC(N)=O"
C -3.65094 1.14136 -0.12321
C -3.47818 -0.36695 -0.34534
C -3.19658 -1.31073 0.77638
C -2.11598 -1.01105 -0.21931
C -0.94236 -0.14774 0.19378
O -0.42046 0.62201 -0.88980
H -3.10439 1.54670 0.71568
H -3.32392 1.69080 -0.99734
H -4.71107 1.37154 0.04607
H -4.07727 -0.75594 -1.15801
H -3.66930 -2.31162 0.71270
H -3.05904 -0.90190 1.79035
H -1.83462 -1.78530 -0.94016
H -1.28398 0.53426 1.00820
H -0.17559 -0.78971 0.65172
H 0.50338 0.33380 -0.99549
C 4.86644 -1.44811 -0.37644
N 5.02996 -0.31501 0.18631
N 3.90170 0.35266 0.73580
C 2.72209 0.49427 -0.06454
N 2.21175 1.77763 -0.01509
O 2.26178 -0.36242 -0.79524
H 3.88869 -1.95019 -0.38167
H 5.75719 -1.90382 -0.82292
H 4.21345 1.26880 0.96415
H 1.37530 1.99378 -0.53414
H 2.31196 2.23289 0.87758


(12)
13
Properties=species:S:1:pos:R:3 method="wB97M-V/def2-TZVPD" charge=+1 de_lowest_kcal_mol=35.2 spin_multiplicity=2 s_squared=0.77
C -0.79686 1.40573 -0.85375
C -1.34548 0.61095 -1.83067
H -1.33529 2.23409 -0.37945
H 0.21279 1.80384 -0.94393
H -2.17636 0.97552 -2.44799
H -0.85694 -0.32723 -2.11079
Li -2.59730 -0.02045 0.04523
O 0.67360 -1.01982 2.02177
C 1.61337 -0.89141 1.14130
C 1.66101 -0.10040 0.04573
Cs 0.09363 -2.98977 4.88976
H 2.42586 -0.02336 -0.72730
H 2.42797 -1.65770 1.15011